[1]
{"formula": "H24O12", "method": "ωB97M-V/def2-TZVPD", "fmax_ev_per_a": 8.1, "e_lumo_ev": -0.666, "de_lowest_kcal_mol": 166.1, "smiles": "O.O.O.O.O.O.O.O.O.O.O.O", "energy_ha": -917.06061, "species": ["O", "H", "H", "O", "H", "H", "O", "H", "H", "O", "H", "H", "O", "H", "H", "O", "H", "H", "O", "H", "H", "O", "H", "H", "O", "H", "H", "O", "H", "H", "O", "H", "H", "O", "H", "H"], "positions_angstrom": [[0.3078, 0.6229, -1.0636], [0.4800, -0.0059, -0.3538], [-0.4762, 0.2731, -1.5017], [-0.9355, -1.2682, 2.8852], [-1.2890, -0.7589, 2.1472], [-0.0021, -1.3756, 2.6703], [-0.7523, -4.2156, 0.7042], [-0.4913, -4.7383, -0.0624], [-0.3507, -3.3535, 0.5480], [1.4052, 4.4187, 0.8511], [2.1678, 4.0504, 1.3113], [0.8075, 3.6693, 0.7506], [3.1394, -1.7004, -1.2673], [2.9010, -2.2236, -2.0409], [3.2049, -2.3486, -0.5569], [-1.7969, -2.1263, -1.1289], [-2.4737, -1.4513, -1.2527], [-1.8952, -2.7006, -1.8967], [-4.6040, -0.3222, 0.9084], [-4.1039, -0.4663, 0.0972], [-5.4116, 0.1125, 0.6119], [-3.2770, 2.5236, -0.0568], [-4.1146, 2.8020, -0.4440], [-3.3360, 1.5617, -0.0371], [-2.3315, 1.8337, -2.2353], [-1.8233, 1.5689, -1.4603], [-1.7727, 2.4879, -2.6698], [3.3217, 0.1616, -1.8353], [3.3369, 0.1593, -2.7990], [2.4896, 0.5951, -1.6149], [2.1924, 0.9015, 3.4917], [1.9799, 0.5447, 2.6219], [3.0618, 0.5354, 3.6895], [3.6870, 0.0213, -0.0027], [3.9860, 0.4256, 0.8195], [2.7687, -0.2139, 0.1720]], "atomic_forces_ev_per_a": [[-0.113, 0.112, 0.300], [-0.090, -0.072, -0.137], [0.238, -0.286, -0.241], [0.197, 0.076, -0.324], [-0.168, -0.024, 0.150], [-0.055, -0.059, 0.227], [0.270, -0.127, -0.082], [-0.028, -0.005, 0.117], [-0.251, -0.034, 0.014], [0.043, -0.186, 0.028], [-0.051, 0.078, -0.018], [-0.011, 0.104, -0.014], [-0.859, -4.925, 0.848], [-0.097, -0.155, -0.069], [0.172, -0.663, 0.108], [-0.003, 0.400, -0.127], [0.027, -0.146, -0.095], [0.012, -0.020, 0.076], [0.174, 0.142, -0.262], [-0.199, -0.226, 0.102], [-0.028, -0.023, 0.102], [-0.363, 0.103, 0.948], [0.194, 0.020, -0.060], [-0.240, 0.240, 0.281], [0.507, -0.707, -0.923], [-0.100, 0.655, -0.022], [-0.025, -0.052, 0.006], [-0.421, 4.651, -6.650], [-0.257, 0.187, -0.547], [0.049, 0.276, -0.425], [0.094, -0.111, -0.205], [0.004, 0.094, 0.114], [-0.045, 0.038, 0.074], [1.050, 0.661, 6.162], [0.108, 0.121, 0.515], [0.267, -0.136, 0.029]]}


[2]
{"formula": "H24O12", "method": "ωB97M-V/def2-TZVPD", "fmax_ev_per_a": 15.9, "e_lumo_ev": -0.373, "de_lowest_kcal_mol": 208.8, "energy_ha": -916.99260, "species": ["O", "H", "H", "O", "H", "H", "O", "H", "H", "O", "H", "H", "O", "H", "H", "O", "H", "H", "O", "H", "H", "O", "H", "H", "O", "H", "H", "O", "H", "H", "O", "H", "H", "O", "H", "H"], "positions_angstrom": [[-1.5865, 1.7880, -1.4026], [-2.1665, 0.8870, -1.2716], [-0.6635, 1.7450, -0.9866], [-1.0745, 2.4490, 1.5404], [-0.6755, 2.9710, 0.9144], [-1.5365, 3.0320, 2.1324], [2.3815, 0.9890, 2.3214], [1.6365, 0.6780, 2.0824], [2.8855, 0.6500, 1.6524], [0.1305, 0.6570, -0.2536], [0.2395, -0.0720, -0.8046], [-0.2985, 0.5040, 0.6314], [-0.7675, -2.0510, 0.4994], [-0.4775, -1.4310, 1.3004], [-1.7155, -1.9370, 0.3674], [-3.0375, -0.4760, -1.1086], [-2.4905, -1.1820, -1.3516], [-3.8465, -0.4520, -1.8216], [-0.7015, -0.1330, 1.8834], [-0.4655, -0.3710, 2.8194], [-1.0675, 0.7540, 2.0494], [1.4745, -2.0860, 1.0024], [2.2185, -1.6540, 0.5534], [0.5135, -2.0310, 0.5014], [3.2995, -0.6440, 0.1154], [3.1105, -0.2370, -0.6896], [4.2145, -0.9990, 0.0374], [-1.7075, -1.8620, -2.0566], [-1.3665, -1.8430, -2.9446], [-1.7595, -2.7750, -1.7596], [0.6705, -0.9980, -1.7056], [1.2315, -1.3470, -2.3736], [-0.1225, -1.5700, -1.6196], [1.4345, 3.0770, -0.2576], [0.7665, 3.6740, 0.1214], [1.3205, 2.2950, -0.1166]], "atomic_forces_ev_per_a": [[-1.707, -0.805, -0.395], [2.483, 3.005, -0.012], [-2.242, -0.923, -0.903], [-1.464, -1.961, 2.745], [1.224, 1.584, -2.521], [-0.297, 0.425, 0.290], [6.063, 4.584, 4.896], [-8.929, -3.350, -2.217], [2.814, -1.255, -2.594], [0.641, 3.552, 4.224], [0.315, -1.359, -0.697], [1.345, -0.142, -2.441], [-2.126, -0.095, 1.137], [-1.742, -1.446, -2.102], [0.100, 0.342, 0.338], [-7.085, 3.962, 0.014], [0.174, -0.422, -0.500], [3.136, -0.127, 2.831], [-0.441, 0.322, 4.979], [0.138, -0.013, -1.101], [-0.350, 0.555, -0.578], [-1.931, -0.530, -0.287], [-0.974, -0.192, 0.104], [5.194, -0.698, 0.504], [2.681, -0.785, 1.518], [-0.620, 1.205, -2.173], [-0.918, 0.417, 0.103], [2.440, -3.822, -1.865], [-0.041, 0.054, -0.816], [0.158, -0.511, -0.267], [0.055, -1.748, -1.274], [0.717, -0.465, -0.792], [0.843, 0.303, 0.046], [2.296, 15.474, -2.753], [0.779, -0.857, -0.349], [-2.731, -14.279, 2.906]]}


[3]
{"formula": "H24O12", "method": "ωB97M-V/def2-TZVPD", "fmax_ev_per_a": 1.3, "e_lumo_ev": -0.595, "de_lowest_kcal_mol": 49.0, "smiles": "O.O.O.O.O.O.O.O.O.O.O.O", "energy_ha": -917.24729, "species": ["O", "H", "H", "O", "H", "H", "O", "H", "H", "O", "H", "H", "O", "H", "H", "O", "H", "H", "O", "H", "H", "O", "H", "H", "O", "H", "H", "O", "H", "H", "O", "H", "H", "O", "H", "H"], "positions_angstrom": [[-3.0670, -2.2910, 0.7286], [-3.2038, -2.9172, 1.4395], [-2.6436, -1.5415, 1.1471], [-0.4496, -2.8160, -0.3880], [0.1089, -3.3391, 0.1871], [-1.3283, -2.9106, -0.0201], [-0.7189, 2.3073, -2.6274], [-0.6269, 3.1477, -3.0763], [0.1783, 1.9893, -2.5269], [-0.4083, 0.2864, 0.0903], [-0.0532, -0.5978, -0.0013], [0.3612, 0.8428, 0.2105], [2.4054, 0.8046, 1.9727], [2.8008, 0.1155, 2.5066], [3.1219, 1.4153, 1.8001], [1.0670, -2.3096, -2.7159], [0.8059, -3.0471, -2.1644], [1.4517, -1.6790, -2.1071], [2.2121, -0.4884, -1.0333], [3.1073, -0.3345, -0.7314], [2.0902, 0.1341, -1.7501], [-1.8506, -0.8185, -2.4788], [-1.2269, -0.1172, -2.2905], [-1.6658, -1.4875, -1.8196], [-0.0294, 2.9710, 2.8588], [-0.1423, 3.9215, 2.8613], [0.4814, 2.7920, 2.0694], [-3.1824, 1.0997, 0.4515], [-2.3439, 1.0243, -0.0040], [-3.6891, 0.3465, 0.1479], [-1.8142, -1.2508, 2.7890], [-1.1542, -0.5604, 2.8516], [-1.3836, -2.0276, 3.1459], [3.8479, 2.2377, -0.2923], [2.9052, 2.3372, -0.1593], [4.0369, 2.7610, -1.0712]], "atomic_forces_ev_per_a": [[-0.153, -0.686, -1.076], [-0.201, -0.004, 0.208], [0.193, 0.455, 0.533], [0.625, 0.102, -0.081], [0.215, -0.137, 0.137], [-0.993, 0.101, 0.272], [-0.060, -0.117, 0.213], [-0.091, 0.226, -0.183], [0.176, -0.105, -0.021], [-0.313, 0.411, -0.031], [0.152, -0.571, -0.125], [0.241, -0.038, 0.174], [-0.302, 0.110, -0.225], [0.013, -0.181, 0.169], [0.373, 0.164, 0.025], [0.175, -0.234, -0.793], [-0.305, -0.007, 0.065], [0.151, -0.144, 0.305], [-0.142, 0.173, 0.216], [0.337, 0.068, 0.178], [0.033, 0.215, -0.264], [-0.444, 0.055, -0.198], [0.059, 0.226, 0.071], [0.175, -0.219, 0.041], [0.018, -0.099, 0.174], [-0.138, 0.242, 0.041], [0.110, -0.191, -0.111], [-0.324, 0.201, 0.351], [0.406, -0.112, -0.158], [-0.180, -0.165, -0.201], [0.031, 0.011, 0.280], [0.119, 0.499, -0.100], [0.106, -0.218, 0.156], [0.069, -0.260, 0.126], [-0.329, 0.018, 0.013], [0.197, 0.210, -0.184]]}


[4]
{"formula": "H24O12", "method": "ωB97M-V/def2-TZVPD", "fmax_ev_per_a": 4.3, "e_lumo_ev": [-3.452, -10.702], "de_lowest_kcal_mol": 73.1, "charge": 1, "s2": 0.7566, "energy_ha": -916.81449, "spin_multiplicity": 2, "species": ["O", "H", "H", "O", "H", "H", "O", "H", "H", "O", "H", "H", "O", "H", "H", "O", "H", "H", "O", "H", "H", "O", "H", "H", "O", "H", "H", "O", "H", "H", "O", "H", "H", "O", "H", "H"], "positions_angstrom": [[0.9934, 1.2435, -1.4870], [1.7380, 1.8746, -1.3821], [0.2231, 1.8828, -1.5100], [-0.8873, -1.5054, -2.0700], [-0.3890, -1.3356, -1.2748], [-0.5176, -2.1665, -2.6526], [0.3028, -0.2221, -4.6805], [0.5924, 0.0081, -3.7861], [-0.0998, 0.7504, -4.8775], [2.5918, -3.2847, -1.1309], [1.9055, -2.6473, -1.2384], [2.3394, -4.1950, -1.2580], [2.7149, 3.3007, -0.6342], [2.1997, 4.1159, -0.4917], [2.9991, 3.3435, -1.5464], [-3.0770, 0.0002, -2.0368], [-2.9987, -0.9460, -1.7678], [-2.6037, -0.0013, -2.8790], [-3.8403, -0.1405, 2.1951], [-3.9155, -0.1211, 1.2503], [-2.8869, 0.1025, 2.3550], [0.1067, 3.7457, 1.5352], [-0.3393, 2.9015, 1.6935], [1.0380, 3.5838, 1.5982], [4.1853, -0.0162, 1.6064], [3.8491, -0.4209, 2.3896], [3.9444, 0.9187, 1.4720], [-2.0836, -2.1610, 0.2978], [-1.8842, -3.0828, 0.3712], [-1.9351, -1.6770, 1.1247], [-0.1469, 0.9651, 2.9616], [0.6296, 1.0869, 2.3917], [-0.5789, 1.8133, 3.0311], [-1.0746, -2.0779, 3.3382], [-1.5750, -2.4265, 4.1040], [-0.3660, -1.5784, 3.7312]], "atomic_forces_ev_per_a": [[-1.305, 1.291, -0.358], [-0.324, -0.523, 0.368], [1.173, -1.145, 0.102], [-1.640, 0.292, -0.214], [0.775, 0.068, 0.491], [0.794, -0.311, -0.293], [-1.778, 3.912, 0.000], [0.541, -0.408, 0.307], [1.241, -3.446, -0.008], [1.551, 0.046, 0.380], [-0.840, 0.008, -0.200], [-0.650, -0.073, -0.168], [-0.513, 0.290, 0.305], [0.290, -0.378, -0.139], [0.472, 0.339, -0.332], [0.184, -0.772, 0.392], [-0.095, 0.469, 0.148], [0.093, 0.194, -0.436], [1.851, 0.195, 0.807], [-0.335, 0.103, -0.857], [-1.386, -0.304, 0.058], [-1.029, 0.015, -0.152], [0.322, 0.434, -0.385], [0.781, -0.270, 0.192], [0.530, 0.593, -1.631], [-0.504, 0.290, 0.869], [-0.036, -0.841, 0.750], [-0.611, 1.600, -1.130], [0.360, -0.927, 0.641], [0.270, -0.600, 0.519], [0.295, -0.600, -0.499], [-0.299, 0.007, 0.311], [-0.030, 0.345, 0.452], [-0.906, -0.580, 0.219], [0.317, 0.243, -0.681], [0.442, 0.448, 0.172]]}


[5]
{"formula": "H25O12", "method": "ωB97M-V/def2-TZVPD", "fmax_ev_per_a": 7.4, "e_lumo_ev": [-0.021, -0.347], "de_lowest_kcal_mol": 94.7, "s2": 0.7508, "energy_ha": -917.58928, "spin_multiplicity": 2, "species": ["O", "H", "H", "O", "H", "H", "O", "H", "O", "H", "H", "O", "H", "H", "O", "H", "H", "O", "H", "H", "O", "H", "H", "O", "H", "H", "O", "H", "H", "O", "H", "H", "O", "H", "H", "H", "H"], "positions_angstrom": [[-0.5817, -1.2041, 1.1109], [-1.7636, -1.1620, 1.1442], [-0.1636, -2.1750, 0.9725], [-4.4336, 1.1583, 1.8248], [-3.6329, 0.9609, 1.4290], [3.1508, 0.1778, -1.0462], [-3.3198, 0.8381, -1.0733], [3.0099, 1.6596, 2.3465], [2.2830, -1.5393, -2.6180], [-3.7053, 0.8873, -1.9654], [2.2510, -2.0679, -3.4313], [-0.2319, -2.1419, -1.8962], [-1.1650, -2.0411, -2.0244], [0.3666, -1.5176, -1.9881], [-0.1583, -3.6458, 0.2598], [0.4704, -3.2784, -0.3416], [-1.1010, -3.6556, -0.2518], [3.9050, 0.5404, -0.7013], [0.9120, 1.6058, 0.9695], [-3.6183, -1.1037, 0.7217], [0.8990, 0.9322, 1.6249], [0.5703, 1.6709, 2.2169], [-4.1053, 2.0183, 2.0567], [3.3643, 0.8420, 2.9372], [0.0145, -0.6528, 0.5932], [2.5267, 0.5990, 3.5103], [1.0153, 3.3554, 1.9244], [0.8451, 3.6087, 1.0695], [1.9023, 3.8030, 1.9779], [-2.7967, -1.0055, 0.3727], [3.1164, -1.4699, -2.0372], [-2.7878, -0.2191, -0.2518], [0.3000, 1.5312, -3.4550], [3.7933, 0.6047, 0.3155], [-0.5646, 1.5072, -3.8817], [-3.3612, 1.8429, -0.7794], [1.0823, 1.1099, -3.8121]], "atomic_forces_ev_per_a": [[1.242, -3.082, 1.123], [0.806, 0.634, -2.054], [-1.783, 1.401, 0.300], [-1.847, 0.439, 1.083], [2.564, -1.821, -1.811], [-3.248, -1.089, -1.036], [-0.391, 3.003, -0.146], [0.958, -3.125, 2.266], [0.705, 0.970, 1.631], [0.088, -0.366, -0.134], [1.077, 0.042, 0.771], [-3.574, -6.363, 1.105], [-0.220, 1.283, -0.336], [3.724, 5.419, -1.309], [-3.709, -0.817, 0.175], [0.295, 0.165, -1.491], [3.721, 0.177, 1.629], [2.994, 1.555, 3.696], [0.584, 0.104, -2.290], [-4.087, -0.325, 1.561], [-0.960, 0.511, 1.299], [0.216, -1.815, 0.480], [-0.753, 1.491, 0.884], [-3.047, 2.227, -0.237], [-0.497, 1.146, 0.158], [2.450, 0.785, -1.992], [2.600, 1.359, 2.889], [-1.644, 0.929, -3.583], [-0.962, -0.657, 0.769], [3.999, -0.978, -0.077], [-1.491, -0.981, -2.342], [-0.278, 0.237, -0.255], [-0.063, 0.864, 1.528], [0.071, -0.427, -2.537], [0.836, -0.595, -0.582], [0.353, -1.974, -0.285], [-0.728, -0.326, -0.851]]}


[6]
{"formula": "H25O13", "method": "ωB97M-V/def2-TZVPD", "fmax_ev_per_a": 1.5, "e_lumo_ev": 2.318, "de_lowest_kcal_mol": 44.3, "charge": -1, "energy_ha": -993.16710, "species": ["O", "H", "H", "O", "H", "H", "O", "H", "O", "H", "H", "O", "H", "H", "O", "H", "H", "O", "H", "H", "O", "H", "H", "O", "H", "H", "O", "H", "H", "O", "H", "H", "O", "H", "H", "O", "H", "H"], "positions_angstrom": [[0.8529, 0.5471, -0.4205], [0.3758, -0.1662, -0.8505], [0.5512, -2.1596, 1.7195], [3.2066, 0.5152, -2.6931], [3.1050, -0.3057, -2.2002], [-2.1978, -0.0159, 1.3287], [-0.0287, -2.5176, 2.4236], [0.4292, -2.3980, 3.2542], [-0.0773, 4.0895, -0.6161], [-0.9195, 4.0033, -1.0735], [0.5016, 3.4608, -1.0535], [1.7928, -0.7004, 1.6416], [2.3345, 0.9912, 1.8213], [1.5815, -0.5311, 2.5643], [3.6045, -2.1116, 0.3742], [3.2631, -1.8102, -0.4683], [3.0349, -1.6247, 1.0383], [-2.8351, -2.3990, 1.3997], [-2.8405, -2.5523, 0.4505], [0.9486, 0.3715, 0.5625], [-2.0033, 0.9310, 1.3270], [-1.1150, 1.0309, 0.9724], [3.6306, 1.7145, 1.7666], [2.7387, 1.8508, 2.1056], [-2.0358, -2.8454, 1.7159], [2.4070, 0.9785, -2.4173], [-2.9344, -0.6155, -0.6824], [-3.2787, -0.9008, -1.5371], [-3.6766, -0.1395, -0.2981], [0.2955, -3.7121, -2.4943], [0.0740, -2.9933, -1.8966], [1.2527, -3.7529, -2.5662], [-3.7217, 2.6367, -0.2409], [-2.7839, 2.4324, -0.1503], [-4.1218, 1.9848, 0.3370], [-0.8624, 1.7268, -2.0748], [0.0250, 1.6102, -2.4288], [-0.6660, 1.5916, -1.1213]], "atomic_forces_ev_per_a": [[-0.253, 0.984, -0.121], [-0.073, -0.302, 0.537], [0.310, 0.477, 0.730], [-0.356, -0.138, -0.053], [0.275, -0.008, 0.044], [0.351, -0.118, 0.003], [-0.830, -0.765, -0.477], [0.264, 0.115, -0.088], [-0.040, 0.355, 0.228], [0.077, -0.098, -0.130], [-0.019, -0.055, 0.043], [-0.354, 0.543, 0.056], [0.097, 0.076, 0.270], [0.069, -0.182, 0.099], [0.134, -0.154, 0.221], [-0.049, 0.081, -0.002], [-0.060, 0.042, -0.303], [-0.003, -0.351, 0.188], [-0.003, 0.261, -0.004], [0.623, -1.160, -0.613], [-0.247, 0.273, 0.314], [0.138, -0.250, 0.111], [0.041, 0.254, 0.104], [0.114, -0.331, -0.332], [0.148, 0.268, 0.212], [0.145, 0.197, 0.134], [-0.317, -0.397, -0.735], [0.155, 0.117, -0.070], [0.123, 0.146, 0.096], [-0.263, -0.178, -0.260], [0.259, -0.007, 0.081], [0.001, 0.172, 0.221], [-0.165, 0.168, -0.323], [-0.053, -0.091, 0.096], [0.018, 0.077, 0.261], [0.004, 0.057, 0.378], [-0.085, 0.006, -0.248], [-0.178, -0.080, -0.665]]}


Which formula does entry 3 have? H24O12